[1]
Entry from the Open Molecules 2025 dataset: 4 unconnected molecules or ions with the total composition C56H45N5O10P2S in a non-equilibrium geometry (ωB97M-V with the def2-TZVPD basis set).

Its SMILES is [H]/N=C(\N)NCCCCc1c(COO)c2c(c([PH2]=S)c1[PH2]=N)C(=O)NC2=O.O=C1c2ccccc2C(=O)c2ccccc21.O=C1c2ccccc2C(=O)c2ccccc21.O=C1c2ccccc2C(=O)c2ccccc21. The largest force on an atom is 0.0542 Eh/bohr. Its orbital gap is 7.376 eV. The energy above the lowest of the compared OMol25 structures with the same formula, charge and spin is 0.0 kcal per mole. As for the highest occupied orbital energy: -8.689 eV.

Structure (ORCA input):
```
! RIJCOSX wB97M-V def2-TZVPD def2/J DEFGRID3
* xyz 0 1
H -2.71 7.26 -4.31
N -2.82 6.26 -4.45
C -2.46 5.65 -3.41
N -1.95 6.41 -2.28
N -2.54 4.22 -3.27
C -3.88 3.70 -3.58
C -4.59 3.01 -2.37
C -3.63 2.22 -1.46
C -2.90 3.09 -0.40
C -3.56 2.94 0.97
C -4.19 4.04 1.56
C -4.24 5.43 0.94
O -2.93 5.90 0.60
O -2.03 5.58 1.64
C -4.80 3.84 2.76
C -4.83 2.63 3.42
C -4.19 1.55 2.88
P -4.28 -0.01 3.87
S -2.94 -0.04 5.29
C -3.54 1.72 1.63
P -2.64 0.26 0.93
N -1.16 0.32 1.48
C -5.62 2.73 4.71
O -5.80 1.93 5.60
N -6.17 4.01 4.63
C -5.55 4.80 3.67
O -5.62 6.01 3.68
H -0.98 6.13 -2.11
H -2.51 6.21 -1.46
H -1.85 3.76 -3.85
H -3.80 2.94 -4.36
H -4.57 4.48 -3.91
H -5.23 3.69 -1.80
H -5.26 2.27 -2.83
H -4.23 1.46 -0.94
H -2.91 1.66 -2.05
H -1.84 2.81 -0.31
H -2.92 4.12 -0.74
H -4.93 5.51 0.10
H -4.61 6.10 1.72
H -1.40 4.98 1.21
H -4.12 -1.15 3.06
H -5.56 -0.13 4.45
H -2.55 0.29 -0.47
H -3.29 -0.95 1.27
H -0.51 0.39 0.70
H -6.47 4.46 5.49
O 1.29 -3.18 -1.23
C 1.78 -3.82 -0.32
C 1.20 -3.77 1.05
C 0.06 -3.01 1.28
C -0.52 -2.99 2.53
C 0.03 -3.74 3.57
C 1.17 -4.49 3.35
C 1.76 -4.51 2.09
C 3.00 -5.30 1.88
O 3.53 -5.90 2.80
C 3.58 -5.36 0.51
C 4.71 -6.13 0.28
C 5.24 -6.22 -1.00
C 4.64 -5.54 -2.06
C 3.51 -4.76 -1.83
C 2.98 -4.66 -0.55
H -0.37 -2.43 0.47
H -1.41 -2.40 2.71
H -0.43 -3.73 4.55
H 1.61 -5.06 4.16
H 5.18 -6.66 1.09
H 6.12 -6.82 -1.18
H 5.04 -5.62 -3.06
H 3.05 -4.23 -2.65
O 1.42 -3.80 -9.79
C 1.91 -4.44 -8.88
C 1.32 -4.41 -7.51
C 0.18 -3.64 -7.29
C -0.40 -3.63 -6.03
C 0.15 -4.38 -4.99
C 1.30 -5.13 -5.21
C 1.89 -5.14 -6.47
C 3.13 -5.93 -6.68
O 3.65 -6.53 -5.76
C 3.71 -5.99 -8.05
C 4.85 -6.76 -8.28
C 5.38 -6.84 -9.56
C 4.78 -6.16 -10.61
C 3.65 -5.39 -10.39
C 3.12 -5.29 -9.11
H -0.25 -3.06 -8.09
H -1.29 -3.04 -5.85
H -0.31 -4.38 -4.02
H 1.73 -5.71 -4.41
H 5.31 -7.29 -7.46
H 6.26 -7.44 -9.73
H 5.19 -6.24 -11.61
H 3.19 -4.86 -11.21
O 0.94 5.43 5.18
C 1.54 4.50 5.68
C 1.23 3.10 5.30
C 0.25 2.85 4.34
C -0.02 1.55 3.94
C 0.68 0.49 4.51
C 1.64 0.73 5.48
C 1.91 2.03 5.88
C 2.93 2.27 6.94
O 3.50 1.34 7.48
C 3.26 3.67 7.31
C 4.24 3.92 8.26
C 4.57 5.22 8.59
C 3.94 6.29 7.97
C 2.95 6.05 7.02
C 2.61 4.74 6.69
H -0.29 3.68 3.90
H -0.78 1.36 3.20
H 0.47 -0.52 4.19
H 2.18 -0.10 5.92
H 4.74 3.09 8.75
H 5.34 5.41 9.34
H 4.21 7.30 8.22
H 2.46 6.88 6.54
*
```


[2]
Entry from the Open Molecules 2025 dataset: a molecular structure, C56H46N3OP2PbSSi in a non-equilibrium geometry (ωB97M-V with the def2-TZVPD basis set).

The largest force on an atom is 0.0321 Eh/bohr. Its orbital gap is 6.657 eV. The energy above the lowest of the compared OMol25 structures with the same formula, charge and spin is 14.2 kcal per mole. As for the highest occupied orbital energy: -9.601 eV.

Structure (ORCA input):
```
! RIJCOSX wB97M-V def2-TZVPD def2/J DEFGRID3
* xyz 1 1
Pb -0.38 0.72 -1.46
C 0.82 3.01 0.70
Si 1.43 1.39 1.50
C 3.31 1.34 1.74
C 4.23 2.13 2.42
C 5.57 1.80 2.37
C 6.01 0.68 1.69
C 5.10 -0.13 1.01
C 3.76 0.23 1.03
P 2.32 -0.62 0.28
C 2.99 -1.05 -1.37
C 2.42 -2.08 -2.12
C 2.97 -2.43 -3.34
C 4.07 -1.75 -3.83
C 4.62 -0.71 -3.10
C 4.08 -0.35 -1.88
C 2.47 -2.13 1.30
C 2.78 -3.38 0.78
C 2.99 -4.45 1.64
C 2.91 -4.28 3.01
C 2.60 -3.03 3.53
C 2.38 -1.96 2.68
C 0.42 1.08 3.09
C 1.12 1.09 4.30
C 0.46 1.01 5.51
C -0.93 0.92 5.54
C -1.64 0.88 4.35
C -0.97 0.94 3.13
P -1.91 0.87 1.55
C -3.58 1.43 2.03
C -3.73 2.81 2.16
C -4.96 3.37 2.44
C -6.07 2.55 2.55
C -5.94 1.18 2.41
C -4.70 0.61 2.16
C -2.02 -0.99 1.24
C -2.84 -1.13 0.01
C -3.82 -2.02 -0.16
C -4.19 -2.95 0.88
C -3.49 -3.01 2.01
C -2.24 -2.22 2.18
H 1.18 3.83 1.31
H 1.20 3.15 -0.31
H -0.27 3.07 0.67
H 3.90 3.01 2.96
H 6.29 2.42 2.88
H 7.06 0.43 1.67
H 5.43 -1.01 0.48
H 1.55 -2.59 -1.76
H 2.52 -3.22 -3.91
H 4.49 -2.02 -4.79
H 5.47 -0.17 -3.48
H 4.51 0.48 -1.34
H 2.88 -3.52 -0.28
H 3.23 -5.41 1.23
H 3.10 -5.11 3.67
H 2.55 -2.89 4.60
H 2.17 -0.99 3.10
H 2.19 1.19 4.29
H 1.02 1.03 6.43
H -1.45 0.87 6.48
H -2.71 0.80 4.37
H -2.85 3.44 2.05
H -5.05 4.44 2.55
H -7.04 2.98 2.74
H -6.81 0.54 2.48
H -4.61 -0.46 2.06
H -2.65 -0.42 -0.79
H -4.37 -2.04 -1.09
H -5.07 -3.56 0.74
H -3.76 -3.68 2.82
H -2.06 -1.99 3.24
C -3.32 2.51 -1.75
C -2.31 3.27 -2.56
C -2.70 4.43 -3.23
C -1.78 5.12 -3.96
C -0.44 4.68 -4.01
C 0.55 5.36 -4.75
C 1.84 4.90 -4.75
C 2.17 3.76 -4.03
C 1.23 3.04 -3.31
S 1.82 1.61 -2.49
C -0.11 3.50 -3.29
N -1.06 2.83 -2.59
H -4.32 2.86 -1.98
H -3.14 2.67 -0.68
H -3.26 1.45 -1.96
H -3.73 4.76 -3.18
H -2.05 6.01 -4.51
H 0.26 6.25 -5.29
H 2.60 5.42 -5.30
H 3.19 3.39 -4.03
O -1.19 -0.84 -2.91
C -1.03 -2.10 -3.09
C -1.32 -2.62 -4.38
C -1.24 -3.96 -4.67
C -0.87 -4.87 -3.68
C -0.62 -4.42 -2.41
C -0.68 -3.06 -2.08
C -0.55 -2.67 -0.70
N -0.03 -1.55 -0.23
C -0.53 -1.45 1.10
C -0.95 -2.84 1.58
N -1.05 -3.47 0.29
H -1.61 -1.91 -5.13
H -1.48 -4.30 -5.67
H -0.79 -5.92 -3.91
H -0.32 -5.13 -1.65
H 0.13 -0.90 1.77
H -0.33 -3.43 2.27
H -1.48 -4.37 0.12
*
```


no.,E_tot (eV)
1,-116137.9529
2,-107870.4441